A molecular structure, C28H76F3HfN6O12S in a non-equilibrium geometry, computed with the ωB97M-V functional and the def2-TZVPD basis.

Geometry as XYZ:
```
127
Properties=species:S:1:pos:R:3
Hf 12.013 22.423 -9.807
C 13.203 17.697 -10.384
F 13.996 16.720 -10.091
F 12.956 17.731 -11.686
F 12.036 17.713 -9.736
S 14.055 19.323 -9.951
O 14.426 19.205 -8.555
O 15.136 19.430 -10.900
O 13.070 20.439 -10.145
C 9.022 18.586 -12.304
O 9.299 20.026 -12.275
H 7.992 18.392 -12.588
H 9.635 18.204 -13.126
H 9.354 18.131 -11.375
H 8.665 20.443 -12.874
C 14.679 15.396 -17.257
C 14.732 16.770 -16.558
C 14.518 16.631 -15.074
O 15.555 15.960 -14.436
C 15.496 15.985 -13.036
N 16.016 17.438 -16.801
H 13.693 14.950 -17.113
H 15.404 14.728 -16.787
H 14.946 15.496 -18.307
H 13.905 17.366 -16.956
H 13.562 16.110 -14.906
H 14.368 17.655 -14.680
H 16.490 15.773 -12.654
H 14.706 15.369 -12.599
H 15.265 17.009 -12.704
H 16.220 17.395 -17.797
H 16.729 16.803 -16.437
C 18.015 19.452 -14.627
C 17.322 19.821 -13.317
C 18.119 20.866 -12.541
O 19.468 20.529 -12.438
C 20.253 21.460 -11.757
N 15.979 20.394 -13.560
H 17.408 18.853 -15.308
H 18.970 18.968 -14.438
H 18.218 20.376 -15.177
H 17.273 18.929 -12.681
H 17.712 21.079 -11.535
H 18.025 21.811 -13.102
H 19.888 21.601 -10.730
H 20.261 22.449 -12.234
H 21.298 21.161 -11.720
H 15.607 19.760 -14.270
H 15.429 20.187 -12.723
C 12.393 20.103 -13.898
C 12.817 21.341 -13.115
C 12.944 22.478 -14.151
O 13.216 23.714 -13.540
C 13.511 24.766 -14.483
N 11.705 21.701 -12.142
H 12.018 19.284 -13.292
H 13.233 19.734 -14.487
H 11.576 20.317 -14.595
H 13.757 21.105 -12.625
H 12.055 22.523 -14.795
H 13.758 22.187 -14.828
H 12.739 24.885 -15.247
H 14.464 24.558 -14.966
H 13.484 25.689 -13.909
H 10.995 20.983 -12.356
H 11.269 22.515 -12.597
C 16.052 23.373 -11.791
C 14.992 22.779 -10.912
C 15.381 22.629 -9.452
O 14.201 22.227 -8.701
C 14.647 21.875 -7.377
N 13.728 23.572 -10.968
H 17.018 22.883 -11.643
H 16.259 24.413 -11.507
H 15.899 23.268 -12.863
H 14.805 21.764 -11.258
H 15.773 23.597 -9.112
H 16.217 21.945 -9.309
H 14.770 22.682 -6.650
H 15.577 21.309 -7.360
H 13.916 21.192 -6.948
H 13.663 23.758 -11.997
H 13.989 24.526 -10.674
C 18.531 18.425 -5.721
C 17.526 18.806 -6.813
C 18.166 18.640 -8.207
O 18.524 17.285 -8.300
C 19.042 16.915 -9.557
N 16.331 17.958 -6.674
H 19.470 18.970 -5.849
H 18.840 17.382 -5.762
H 18.105 18.621 -4.740
H 17.188 19.841 -6.671
H 18.962 19.373 -8.385
H 17.376 18.783 -8.965
H 18.367 17.132 -10.392
H 19.222 15.840 -9.611
H 20.021 17.382 -9.692
H 15.625 18.354 -7.300
H 16.624 17.073 -7.089
C 11.248 14.401 -6.652
C 10.257 14.864 -7.701
C 9.753 13.757 -8.625
O 10.842 13.098 -9.256
C 11.439 13.819 -10.289
N 9.130 15.570 -7.060
H 12.146 13.978 -7.112
H 10.849 13.523 -6.135
H 11.591 15.165 -5.961
H 10.760 15.585 -8.361
H 9.076 14.107 -9.416
H 9.195 13.001 -8.069
H 10.697 13.960 -11.086
H 12.209 13.212 -10.769
H 11.955 14.742 -10.002
H 8.471 15.881 -7.765
H 8.644 14.903 -6.468
C 11.110 20.164 -7.586
C 9.958 20.121 -8.562
O 10.336 20.721 -9.831
O 11.714 21.490 -7.589
H 11.839 19.378 -7.791
H 10.721 19.966 -6.586
H 9.075 20.586 -8.119
H 9.682 19.085 -8.763
H 9.683 20.433 -10.515
H 11.872 21.708 -6.656
```

Calculated values
- E_LUMO (eV) = -12.30
- net charge = +3
- Kohn-Sham gap (eV) = 2.1



10 unconnected molecules or ions with the total composition C28H76O12 in a non-equilibrium geometry, computed with the ωB97M-V functional and the def2-TZVPD basis.

Geometry as XYZ:
```
116
Properties=species:S:1:pos:R:3
C 34.080 6.160 41.843
C 34.826 5.722 40.554
C 35.110 6.801 39.486
O 36.118 5.171 40.939
H 34.027 5.218 42.406
H 32.968 6.518 41.641
H 34.576 7.051 42.388
H 34.090 4.895 40.094
H 35.753 7.618 39.582
H 34.184 7.389 39.006
H 35.489 6.217 38.567
H 36.291 4.521 40.244
C 37.506 1.665 37.339
C 36.547 2.526 37.839
C 35.052 2.196 37.647
O 36.734 2.784 39.212
H 38.406 1.942 37.511
H 37.341 1.302 36.262
H 37.186 0.701 37.900
H 36.388 3.571 37.280
H 34.723 2.315 36.661
H 34.494 2.759 38.104
H 34.745 1.352 37.970
H 36.508 2.008 39.890
C 37.383 6.050 45.865
C 36.924 5.250 44.653
C 35.523 4.775 44.629
O 37.034 6.226 43.547
H 36.767 6.830 45.816
H 38.498 6.366 45.818
H 37.359 5.542 46.932
H 37.513 4.346 44.371
H 35.595 4.042 43.970
H 34.755 5.336 44.456
H 35.184 4.294 45.634
H 36.463 5.853 42.852
C 29.025 1.207 42.967
C 29.304 -0.187 42.416
C 30.653 -0.827 42.940
O 28.135 -0.947 42.731
H 29.726 2.022 43.184
H 28.421 1.036 43.858
H 28.040 1.548 42.575
H 29.276 0.034 41.410
H 30.847 -1.712 42.633
H 30.716 -1.003 44.073
H 31.475 -0.032 42.512
H 27.941 -1.700 42.209
C 34.721 -3.979 44.801
C 35.276 -2.657 45.068
C 34.414 -1.456 44.458
O 35.317 -2.403 46.509
H 33.647 -4.101 45.189
H 35.396 -4.694 45.198
H 34.791 -4.247 43.735
H 36.283 -2.605 44.797
H 33.479 -1.536 44.890
H 34.401 -1.634 43.508
H 34.688 -0.487 44.587
H 35.452 -1.502 46.711
C 30.023 1.273 38.265
C 29.678 2.747 38.440
C 28.407 3.037 39.326
O 30.704 3.403 38.990
H 29.253 0.641 37.674
H 30.264 0.925 39.357
H 30.956 1.187 37.510
H 29.486 3.069 37.490
H 28.578 2.643 40.216
H 27.490 2.690 38.866
H 28.157 4.170 39.489
H 30.705 4.562 38.748
C 32.291 0.362 47.417
C 33.224 1.474 46.883
C 32.604 2.238 45.810
O 33.480 2.315 47.984
H 32.833 -0.029 48.127
H 31.962 -0.079 46.564
H 31.529 1.018 47.772
H 34.132 1.006 46.272
H 32.402 1.809 44.826
H 33.300 3.085 45.452
H 31.872 2.833 46.147
H 34.087 1.804 48.598
C 30.443 5.048 41.836
C 30.215 5.830 43.104
C 30.817 5.193 44.395
O 30.716 7.104 42.915
H 31.414 4.957 41.539
H 29.899 5.306 40.992
H 30.050 4.114 41.944
H 29.091 5.818 43.235
H 30.290 5.624 45.224
H 31.833 4.970 44.254
H 30.457 4.143 44.527
H 30.643 7.674 43.634
O 31.931 1.914 41.193
C 33.237 1.760 40.722
C 34.129 1.613 41.944
O 35.450 1.298 41.671
H 31.413 2.050 40.554
H 33.327 0.864 40.096
H 33.609 2.674 40.123
H 33.646 1.027 42.620
H 34.187 2.661 42.237
H 35.555 0.450 41.497
O 35.198 -1.809 40.942
C 36.491 -2.217 40.922
C 37.557 -1.059 40.549
O 38.723 -1.515 40.216
H 34.739 -2.540 40.528
H 36.726 -2.393 41.926
H 36.680 -3.207 40.305
H 37.497 -0.364 41.452
H 37.119 -0.496 39.695
H 39.089 -1.817 41.029
```

Calculated values
- E_LUMO (eV) = 0.14
- Kohn-Sham gap (eV) = 9.5
- ΔE to the lowest compared entry with this formula, charge and spin (kJ/mol) = 1437.7